Record 1
C30H60O40S7 | ωB97M-V with the def2-TZVPD basis set

Atoms and positions in Å:
O1 -7.756 5.393 6.430
S1 -6.933 4.280 6.935
O2 -6.718 4.017 8.402
O3 -7.507 2.834 6.400
C1 -6.994 2.537 5.165
C2 -5.609 3.217 4.961
O4 -5.526 4.129 6.065
H1 -6.762 1.472 5.203
H2 -7.755 2.545 4.385
H3 -5.388 3.745 4.034
H4 -4.839 2.445 4.956
O5 7.258 1.587 2.007
S2 8.155 2.431 1.219
O6 9.371 1.814 0.682
O7 7.276 3.300 0.010
C3 7.700 4.593 -0.145
C4 8.245 5.067 1.223
O8 8.389 3.845 2.058
H5 8.459 4.677 -0.922
H6 6.898 5.296 -0.370
H7 7.471 5.669 1.699
H8 9.156 5.658 1.132
O9 2.362 6.373 3.623
S3 3.761 6.489 4.056
O10 4.646 7.471 3.357
O11 3.888 6.773 5.740
C5 4.613 5.776 6.417
C6 5.440 5.061 5.336
O12 4.474 5.048 4.262
H9 5.266 6.345 7.078
H10 3.931 5.096 6.928
H11 5.636 3.993 5.432
H12 6.307 5.651 5.039
O13 -0.722 -5.570 -6.554
S4 -2.099 -5.196 -6.127
O14 -2.988 -6.271 -5.660
O15 -2.023 -3.898 -5.089
C7 -2.224 -2.640 -5.778
C8 -3.088 -2.935 -7.026
O16 -2.819 -4.311 -7.361
H13 -2.837 -2.018 -5.126
H14 -1.280 -2.160 -6.039
H15 -2.721 -2.371 -7.883
H16 -4.164 -2.766 -6.976
O17 -1.270 1.719 0.875
S5 -0.461 1.035 -0.113
O18 -1.016 0.585 -1.413
O19 0.976 1.916 -0.435
C9 2.085 1.559 0.318
C10 1.859 0.016 0.501
O20 0.469 -0.176 0.611
H17 2.904 1.827 -0.350
H18 2.231 2.043 1.284
H19 2.281 -0.522 1.350
H20 2.101 -0.664 -0.315
O21 6.573 -7.519 3.413
S6 6.970 -6.669 2.245
O22 7.467 -7.259 1.023
O23 5.616 -5.727 1.947
C11 5.888 -4.373 2.014
C12 7.092 -4.271 3.030
O24 7.892 -5.418 2.876
H21 6.318 -3.952 1.105
H22 5.003 -3.748 2.136
H23 6.721 -4.196 4.052
H24 7.801 -3.452 2.906
O25 2.893 0.068 -4.769
S7 4.072 -0.703 -5.037
O26 5.157 0.033 -5.620
O27 4.535 -1.628 -3.743
C13 4.580 -3.021 -4.086
C14 3.498 -3.221 -5.189
O28 3.664 -2.071 -6.015
H25 5.468 -3.359 -4.620
H26 4.352 -3.709 -3.272
H27 2.449 -3.128 -4.908
H28 3.678 -4.146 -5.737
C15 -2.784 -2.565 5.932
C16 -1.287 -2.354 5.784
O29 -0.992 -0.995 5.745
C17 0.369 -0.654 5.860
O30 1.345 -1.450 5.903
O31 0.561 0.653 5.484
C18 -0.499 1.576 5.509
H29 -3.162 -2.591 4.910
H30 -3.232 -1.784 6.546
H31 -3.018 -3.500 6.442
H32 -0.874 -2.916 4.947
H33 -0.833 -2.753 6.692
H34 -1.116 1.485 6.403
H35 -0.974 1.366 4.551
H36 -0.076 2.580 5.459
C19 2.316 -9.239 -0.300
C20 2.288 -8.165 -1.462
O32 0.924 -7.537 -1.447
C21 0.688 -6.500 -0.793
O33 1.431 -5.519 -0.818
O34 -0.464 -6.712 -0.114
C22 -0.947 -5.626 0.696
H37 3.391 -9.347 -0.152
H38 1.810 -10.157 -0.598
H39 2.016 -8.925 0.700
H40 2.447 -8.631 -2.434
H41 3.163 -7.533 -1.317
H42 -1.299 -4.776 0.112
H43 -0.212 -5.079 1.285
H44 -1.742 -6.047 1.313
C23 -6.386 9.703 -6.220
C24 -5.328 8.649 -6.600
O35 -4.610 8.412 -5.453
C25 -4.417 7.111 -4.964
O36 -4.938 6.107 -5.391
O37 -3.447 7.121 -4.050
C26 -3.403 5.944 -3.217
H45 -7.219 9.269 -5.667
H46 -6.665 10.067 -7.208
H47 -5.946 10.592 -5.768
H48 -4.662 9.049 -7.364
H49 -5.932 7.795 -6.908
H50 -2.686 6.132 -2.418
H51 -3.039 5.060 -3.740
H52 -4.339 5.701 -2.712
C27 -6.336 -3.999 -2.182
C28 -6.561 -2.689 -1.392
O38 -6.267 -1.603 -2.218
C29 -6.188 -0.272 -1.827
O39 -6.006 0.069 -0.701
O40 -6.342 0.635 -2.919
C30 -6.477 0.224 -4.319
H53 -6.892 -3.921 -3.116
H54 -6.717 -4.953 -1.818
H55 -5.264 -4.053 -2.370
H56 -5.863 -2.630 -0.557
H57 -7.573 -2.535 -1.020
H58 -5.682 -0.458 -4.621
H59 -6.441 1.120 -4.938
H60 -7.418 -0.318 -4.403

SMILES string: O=S1(=O)OCCO1.O=S1(=O)OCCO1.O=S1(=O)OCCO1.O=S1(=O)OCCO1.O=S1(=O)OCCO1.O=S1(=O)OCCO1.O=S1(=O)OCCO1.CCOC(=O)OC.CCOC(=O)OC.CCOC(=O)OC.CCOC(=O)OC
total energy: -6975.560188 a.u.
charge: 0

Record 2
C43H48As3F5N9O3SeV | ωB97M-V with the def2-TZVPD basis set

Atoms and positions in Å:
V1 -0.461 0.771 0.806
C1 -3.947 1.870 -1.877
As1 -2.717 1.788 -0.380
C2 -3.984 0.905 0.877
C3 -2.805 3.612 0.296
C4 -1.809 4.609 -0.369
C5 -2.627 5.354 -1.444
C6 -0.616 3.969 -1.135
As2 0.695 2.519 -0.678
C7 1.479 2.730 -2.449
C8 2.125 3.306 0.359
C9 -1.316 5.583 0.721
As3 -0.443 7.358 0.443
C10 -0.448 7.767 -1.475
C11 1.429 6.778 0.481
H1 -4.774 2.525 -1.618
H2 -4.313 0.867 -2.068
H3 -3.440 2.243 -2.762
H4 -4.854 1.552 0.941
H5 -3.452 1.666 2.799
H6 -3.706 -1.054 0.299
H7 -2.631 3.547 1.365
H8 -3.824 3.978 0.174
H9 -3.206 4.644 -2.041
H10 -1.989 5.912 -2.123
H11 -3.324 6.053 -0.973
H12 0.033 4.795 -1.419
H13 -1.011 3.554 -2.065
H14 1.419 3.785 -2.697
H15 0.944 2.152 -3.200
H16 2.510 2.410 -2.418
H17 2.643 4.062 -0.218
H18 2.812 2.493 0.591
H19 1.749 3.724 1.287
H20 -0.610 5.067 1.374
H21 -2.173 5.841 1.346
H22 -1.445 8.027 -1.824
H23 -0.026 6.979 -2.099
H24 0.179 8.655 -1.572
H25 1.669 6.342 1.451
H26 2.059 7.656 0.339
H27 1.651 6.059 -0.306
C12 5.269 -6.440 -0.995
O1 4.435 -5.444 -1.581
C13 3.130 -5.739 -1.734
C14 2.570 -6.979 -1.453
C15 1.207 -7.172 -1.649
C16 0.386 -6.140 -2.066
C17 0.969 -4.904 -2.389
C18 2.324 -4.714 -2.235
N1 -1.016 -6.491 -2.178
N2 -1.949 -5.670 -2.041
C19 -1.776 -4.380 -1.449
C20 -2.138 -3.283 -2.162
C21 -1.868 -1.990 -1.668
C22 -1.312 -1.819 -0.447
O2 -0.877 -0.577 -0.037
C23 -1.126 -2.938 0.423
N3 -0.713 -2.717 1.698
C24 -0.493 -3.758 2.462
C25 -0.682 -5.092 2.046
C26 -1.121 -5.323 0.780
C27 -1.347 -4.232 -0.091
H28 6.255 -5.996 -0.917
H29 5.323 -7.330 -1.624
H30 4.912 -6.711 0.000
H31 3.182 -7.798 -1.101
H32 0.753 -8.136 -1.442
H33 0.370 -4.105 -2.797
H34 2.793 -3.766 -2.481
H35 -2.537 -3.414 -3.160
H36 -2.046 -1.122 -2.290
H37 -0.155 -3.549 3.474
H38 -0.494 -5.909 2.730
H39 -1.308 -6.332 0.443
F1 1.501 -1.674 -0.016
C28 1.909 -1.108 1.133
C29 1.247 -0.006 1.687
C30 1.795 0.384 2.915
F2 1.270 1.381 3.657
C31 2.883 -0.224 3.515
F3 3.330 0.204 4.694
C32 3.493 -1.293 2.901
F4 4.529 -1.896 3.465
C33 2.992 -1.740 1.698
F5 3.552 -2.789 1.096
C34 1.303 -0.822 -2.906
C35 2.584 -0.577 -2.179
N4 2.806 0.343 -1.271
C36 4.115 0.156 -0.853
C37 4.681 -0.883 -1.519
N5 3.693 -1.342 -2.366
H40 0.530 -0.181 -2.491
H41 0.984 -1.861 -2.787
H42 1.402 -0.618 -3.975
H43 4.566 0.784 -0.098
H44 5.662 -1.328 -1.473
H45 3.779 -2.117 -3.000
Se1 -5.919 -0.983 1.108
N6 -5.399 -0.786 2.825
C38 -4.327 -0.195 3.149
C39 -3.798 -0.395 4.506
C40 -2.473 -0.353 4.666
C41 -1.625 -0.197 3.488
N7 -2.034 0.211 2.341
C42 -3.433 0.694 2.286
N8 -4.430 -0.342 0.240
H46 -4.474 -0.727 5.287
H47 -2.006 -0.565 5.619
H48 -0.589 -0.512 3.553
O3 -1.153 3.585 3.709
C43 -0.825 2.966 2.781
N9 -0.491 2.325 1.805

total energy: -12937.634846 a.u.
multiplicity: 2
charge: +1

Record 3
C2H7OS | ωB97M-V with the def2-TZVPD basis set

Atoms and positions in Å:
S1 -1.750 -1.509 2.543
H1 -2.255 -2.752 2.797
C1 0.531 0.132 -0.164
O1 -0.540 0.705 0.633
C2 0.666 0.886 -1.471
H2 1.448 0.370 0.398
H3 0.425 -0.947 -0.235
H4 -0.897 -0.108 1.024
H5 0.547 1.965 -1.407
H6 1.711 0.643 -1.743
H7 0.114 0.616 -2.376

total energy: -553.842722 a.u.
charge: -1

- The lowest charge belongs to which entry?
  C2H7OS

- Which value of total energy does entry 3 give?
  -553.842722 a.u.